## 1
The following is a DFT calculation (the ωB97M-V functional and the def2-TZVPD basis) of a single C4H10ClN molecule.

Geometry (Å):
C (-0.071, 2.464, 0.003)
C (-0.204, 1.037, -0.640)
C (0.231, 0.002, 0.582)
Cl (-0.652, 0.148, 1.947)
C (0.128, -1.363, -0.276)
N (-0.053, -2.642, 0.613)
H (-0.781, 2.902, 0.827)
H (0.830, 1.980, 0.607)
H (0.175, 3.127, -1.013)
H (0.277, 0.725, -1.490)
H (-1.234, 0.646, -0.982)
H (1.338, 0.080, 0.781)
H (-0.832, -1.420, -0.868)
H (0.950, -1.182, -1.079)
H (-0.949, -3.168, 0.340)
H (0.847, -3.335, 0.648)

frontier orbital gap	10.171	eV

From a Löwdin analysis of the wavefunction, the atomic charges in e read: -0.141 -0.302 -0.875 0.738 -0.285 -0.078 0.085 0.068 0.118 0.048 0.114 0.105 0.095 0.125 0.071 0.113



## 2
The following is a DFT calculation (the ωB97M-V functional and the def2-TZVPD basis) of a molecular structure, C4H10ClN.

Geometry (Å):
C (-0.117, 0.210, -1.860)
C (-0.030, -1.359, 1.045)
C (-0.700, 0.511, -0.540)
C (0.178, -0.016, 0.613)
N (1.335, 0.595, 0.679)
Cl (-1.193, 1.015, 2.237)
H (-0.080, 0.963, -2.597)
H (-0.735, -0.473, -2.395)
H (0.975, -0.143, -1.728)
H (-1.102, -1.515, 1.032)
H (0.468, -2.048, 0.442)
H (0.212, -1.501, 2.190)
H (-1.739, 0.092, -0.416)
H (-0.822, 1.620, -0.328)
H (1.463, 1.360, 0.108)
H (1.888, 0.690, 1.518)

frontier orbital gap	9.628	eV

From a Löwdin analysis of the wavefunction, the atomic charges in e read: -0.113 -0.108 -0.288 -0.626 0.145 0.032 0.056 0.065 0.113 0.072 0.074 0.130 0.119 0.106 0.089 0.134



Least stable = 1



## 1
The following is a DFT calculation (the ωB97M-V functional and the def2-TZVPD basis) of 2 unconnected molecules or ions with the total composition C2H8N4O2.

Geometry (Å):
N (0.404, -1.716, 1.157)
N (0.397, -1.441, -0.234)
C (-0.762, -1.035, -0.905)
N (-1.782, -0.661, -0.095)
O (-0.794, -0.923, -2.120)
H (1.367, -1.913, 1.444)
H (0.241, -0.828, 1.657)
H (1.122, -1.838, -0.828)
H (-2.667, -0.481, -0.544)
H (-1.732, -1.012, 0.855)
N (0.532, 2.541, -0.465)
C (1.001, 1.543, 0.328)
O (0.726, 1.443, 1.519)
H (0.570, 2.465, -1.472)
H (-0.107, 3.211, -0.056)
H (1.485, 0.645, -0.243)

frontier orbital gap	9.495	eV

From a Löwdin analysis of the wavefunction, the atomic charges in e read: 0.016 -0.054 -0.648 0.169 0.011 0.092 0.059 0.146 0.112 0.088 0.122 -0.423 -0.035 0.100 0.107 0.138



## 2
The following is a DFT calculation (the ωB97M-V functional and the def2-TZVPD basis) of 3 unconnected molecules or ions with the total composition C2H8N4O2.

Geometry (Å):
N (-1.528, -1.452, 0.179)
C (-1.530, -0.193, -0.333)
N (-1.461, 0.808, 0.587)
O (-1.674, 0.024, -1.526)
H (-1.539, -2.218, -0.470)
H (-1.244, -1.628, 1.121)
H (-0.974, 0.657, 1.463)
H (-1.347, 1.732, 0.200)
C (1.918, 1.084, 1.973)
N (0.824, 1.079, 2.292)
H (2.936, 1.106, 1.686)
N (1.237, -0.443, -0.974)
O (0.947, 0.506, -2.008)
H (1.285, -1.358, -1.429)
H (2.183, -0.208, -0.690)
H (-0.033, 0.504, -2.070)

frontier orbital gap	9.722	eV

From a Löwdin analysis of the wavefunction, the atomic charges in e read: 0.157 -0.705 0.153 -0.003 0.104 0.092 0.029 0.108 -0.038 0.077 0.057 -0.042 -0.156 0.078 0.055 0.034



## 3
The following is a DFT calculation (the ωB97M-V functional and the def2-TZVPD basis) of a single C2H8N4O2 molecule.

Geometry (Å):
C (0.557, 0.881, -2.200)
N (-0.299, 0.353, -1.216)
N (0.421, -0.417, -0.313)
C (-0.032, -0.520, 0.858)
N (-1.195, 0.003, 1.449)
O (-2.174, 0.371, 0.564)
N (0.709, -1.327, 1.809)
O (2.011, -1.617, 1.354)
H (1.047, 0.052, -2.731)
H (1.350, 1.557, -1.772)
H (-0.031, 1.644, -2.819)
H (-0.998, 0.887, -0.759)
H (-1.578, -0.679, 2.040)
H (-2.326, 1.300, 0.773)
H (0.784, -0.789, 2.600)
H (1.754, -1.699, 0.363)

frontier orbital gap	8.344	eV

From a Löwdin analysis of the wavefunction, the atomic charges in e read: -0.153 -0.144 0.071 -0.362 -0.003 -0.043 -0.034 -0.077 0.078 0.075 0.099 0.069 0.115 0.115 0.082 0.112



Least stable = 3



## 1
The following is a DFT calculation (the ωB97M-V functional and the def2-TZVPD basis) of 2 unconnected molecules or ions with the total composition C2H8N3O2.

Geometry (Å):
C (1.126, 1.195, 0.136)
C (1.112, -1.220, -0.346)
N (0.401, -0.027, -0.018)
N (-4.137, 0.389, -0.566)
N (-0.833, 0.080, 0.216)
O (-3.848, -0.328, 0.366)
O (-1.433, -1.067, 0.144)
H (1.547, 1.384, -0.849)
H (0.506, 2.052, 0.432)
H (1.921, 1.046, 0.905)
H (2.184, -1.165, -0.090)
H (0.779, -2.183, 0.037)
H (1.313, -1.398, -1.533)
H (-5.165, 0.709, -0.700)
H (-2.529, -0.908, 0.199)

charge	+1
frontier orbital gap	9.225	eV

From a Löwdin analysis of the wavefunction, the atomic charges in e read: 0.001 -0.010 -0.204 0.128 0.102 -0.013 0.024 0.111 0.115 0.127 0.106 0.100 0.177 0.138 0.098



## 2
The following is a DFT calculation (the ωB97M-V functional and the def2-TZVPD basis) of 2 unconnected molecules or ions with the total composition C2H8N3O2.

Geometry (Å):
C (1.876, -0.125, 0.010)
C (-2.262, -0.714, -0.012)
N (3.183, -0.451, -0.038)
N (1.468, 1.167, -0.031)
N (-3.358, 0.116, -0.095)
O (1.093, -1.166, 0.046)
O (-1.183, -0.187, 0.056)
H (-2.320, -1.741, 0.005)
H (3.932, 0.105, 0.202)
H (3.555, -1.362, -0.325)
H (2.019, 1.985, 0.098)
H (-3.222, 1.106, -0.036)
H (-0.053, -0.946, -0.070)
H (-4.195, -0.351, 0.229)
H (0.481, 1.213, 0.244)

charge	+1
frontier orbital gap	12.265	eV

From a Löwdin analysis of the wavefunction, the atomic charges in e read: -0.470 -0.253 0.213 0.223 0.184 0.075 0.038 0.136 0.093 0.152 0.127 0.120 0.130 0.121 0.112



Least stable = 1



## 1
The following is a DFT calculation (the ωB97M-V functional and the def2-TZVPD basis) of a single C4H4S molecule.

Geometry (Å):
C (-0.345, 0.377, 1.792)
C (-0.073, 0.177, 0.407)
C (0.205, -0.281, -0.783)
C (0.467, -0.477, -2.111)
S (-0.115, 0.322, -3.383)
H (-0.330, 1.394, 2.041)
H (0.421, -0.090, 2.468)
H (-1.405, -0.210, 1.905)
H (1.175, -1.212, -2.336)

frontier orbital gap	7.849	eV

From a Löwdin analysis of the wavefunction, the atomic charges in e read: -0.120 -0.046 -0.100 -0.747 0.688 0.051 0.097 0.155 0.021



## 2
The following is a DFT calculation (the ωB97M-V functional and the def2-TZVPD basis) of a single C4H4S molecule.

Geometry (Å):
C (-0.340, -1.239, 0.054)
C (-1.447, 1.299, 0.002)
C (0.609, -0.129, 0.076)
C (-0.077, 1.214, 0.003)
S (-1.808, -0.555, 0.042)
H (-0.267, -2.145, -0.380)
H (1.190, -0.220, -0.836)
H (1.500, -0.265, 0.897)
H (0.639, 2.040, 0.142)

frontier orbital gap	7.479	eV

From a Löwdin analysis of the wavefunction, the atomic charges in e read: -0.424 -0.294 -0.339 -0.324 0.968 0.027 0.118 0.183 0.084



## 3
The following is a DFT calculation (the ωB97M-V functional and the def2-TZVPD basis) of a single C4H4S molecule.

Geometry (Å):
C (-0.625, 0.070, 0.726)
C (-0.307, 0.632, -0.533)
C (0.722, 0.250, -1.350)
S (1.450, -1.077, -0.161)
C (0.193, -0.872, 1.356)
H (-1.535, 0.478, 1.037)
H (-0.976, 1.446, -1.020)
H (0.958, 0.516, -2.337)
H (0.120, -1.443, 2.281)

frontier orbital gap	9.647	eV

From a Löwdin analysis of the wavefunction, the atomic charges in e read: -0.279 -0.315 -0.266 0.762 -0.203 0.071 0.127 0.044 0.059



Least stable = 2



## 1
The following is a DFT calculation (the ωB97M-V functional and the def2-TZVPD basis) of a single C3H4N2S2 molecule.

Geometry (Å):
C (-1.677, -0.852, 0.154)
S (0.053, -1.009, -0.130)
C (0.806, 0.630, 0.029)
C (-0.338, 1.615, -0.027)
N (-1.508, 2.085, -0.241)
N (1.999, 1.030, 0.261)
S (3.397, 0.149, -0.061)
H (-2.260, -0.208, -0.622)
H (-1.642, -0.448, 1.244)
H (-2.030, -1.817, 0.044)
H (3.200, -1.176, -0.652)

frontier orbital gap	8.452	eV

From a Löwdin analysis of the wavefunction, the atomic charges in e read: -0.445 0.855 -0.713 -0.160 0.123 -0.407 0.685 0.077 0.080 -0.006 -0.090



## 2
The following is a DFT calculation (the ωB97M-V functional and the def2-TZVPD basis) of a single C3H4N2S2 molecule.

Geometry (Å):
C (-1.752, -0.354, 0.794)
C (-0.562, 0.184, -0.028)
N (0.158, 0.974, 0.683)
S (1.520, 1.615, 0.043)
C (2.176, 0.170, -0.818)
N (1.589, -0.740, -1.481)
S (-0.137, -0.428, -1.624)
H (-2.765, -0.483, 0.242)
H (-1.986, 0.380, 1.540)
H (-1.445, -1.321, 1.279)
H (3.205, 0.003, -0.629)

frontier orbital gap	8.973	eV

From a Löwdin analysis of the wavefunction, the atomic charges in e read: -0.098 -0.749 -0.377 0.884 -0.562 -0.292 0.898 0.100 0.053 0.091 0.051



Least stable = 1



## 1
The following is a DFT calculation (the ωB97M-V functional and the def2-TZVPD basis) of a molecular structure, C3H5PS.

Geometry (Å):
C (-0.789, 0.293, -2.539)
C (1.352, -0.665, 1.015)
C (0.538, -0.054, 2.081)
P (-1.817, -0.145, -1.315)
S (0.640, -0.984, -0.374)
H (-1.137, 0.995, -3.229)
H (0.277, 0.144, -2.643)
H (0.129, -0.774, 2.845)
H (1.067, 0.729, 2.515)
H (-0.260, 0.460, 1.645)

frontier orbital gap (spin up / spin down)	6.908 / 7.319	eV

From a Löwdin analysis of the wavefunction, the atomic charges in e read: -0.582 -0.565 -0.247 0.689 0.650 -0.056 -0.052 0.110 0.039 0.015



## 2
The following is a DFT calculation (the ωB97M-V functional and the def2-TZVPD basis) of 2 unconnected molecules or ions with the total composition C3H5PS.

Geometry (Å):
C (-1.608, -1.444, 1.169)
C (-1.408, -0.081, 0.722)
P (-1.277, 1.446, 0.405)
H (-1.374, -1.812, 2.154)
H (-2.596, -1.648, 0.853)
H (-0.809, -2.114, 0.597)
C (2.332, 1.361, -1.453)
S (1.372, 2.332, -0.702)
H (1.931, 0.721, -2.364)
H (3.437, 1.239, -1.381)

frontier orbital gap	8.035	eV

From a Löwdin analysis of the wavefunction, the atomic charges in e read: -0.223 -0.686 0.728 0.063 0.048 0.116 -0.643 0.541 0.045 0.012



Least stable = 1



## 1
The following is a DFT calculation (the ωB97M-V functional and the def2-TZVPD basis) of a molecular structure, C3H4CuO2.

Geometry (Å):
C (0.353, -2.141, 0.017)
O (0.779, 1.059, -0.887)
C (-0.229, 1.157, 0.073)
C (-0.650, 0.020, 0.670)
O (0.322, -0.885, 1.000)
Cu (1.905, -0.752, -0.342)
H (0.898, 1.879, -1.375)
H (-0.819, 2.072, 0.048)
H (-1.729, -0.152, 0.757)
H (-0.829, -2.257, 0.038)

multiplicity	2
frontier orbital gap (spin up / spin down)	6.433 / 7.309	eV

From a Löwdin analysis of the wavefunction, the atomic charges in e read: -0.026 -0.061 -0.141 -0.224 -0.349 0.446 0.112 0.111 0.123 0.010



## 2
The following is a DFT calculation (the ωB97M-V functional and the def2-TZVPD basis) of a molecular structure, C3H4CuO2.

Geometry (Å):
O (-0.431, 1.173, -0.483)
C (0.222, 0.051, -1.074)
Cu (-0.684, -1.437, -2.596)
O (1.076, 0.185, -1.978)
C (-0.478, 0.670, 0.861)
H (-0.060, 1.433, 1.537)
H (-1.508, 0.409, 1.155)
C (0.411, -0.539, 0.678)
H (1.458, -0.417, 0.986)
H (-0.004, -1.525, 0.914)

multiplicity	2
frontier orbital gap (spin up / spin down)	6.296 / 8.623	eV

From a Löwdin analysis of the wavefunction, the atomic charges in e read: -0.072 -0.459 0.375 -0.031 -0.229 0.122 0.118 0.002 0.095 0.081



Least stable = 1